Entry 1:
83
Properties=species:S:1:pos:R:3:forces:R:3 method="wB97M-V/def2-TZVPD" multiplicity=1 homo_ev=-9.30 e_tot_ha=-7085.6450
C -4.40783 3.71367 0.52706 -0.293 -0.085 -1.339
C -3.32493 4.15718 -0.65339 0.266 0.411 1.855
C -1.80472 4.10664 -0.01632 0.731 0.084 -0.297
C -0.85193 2.91869 -0.72609 -2.529 2.990 -0.950
O -0.05008 2.39144 0.34950 0.701 -2.262 -0.749
C 1.00941 1.45221 0.00226 -0.762 1.248 -0.383
S 2.47795 2.66951 0.15489 3.807 6.083 -4.101
C 3.01212 2.91157 1.97514 0.608 0.644 0.964
O 3.65861 2.34485 -0.78906 -3.236 -0.751 3.465
O 2.05607 4.13622 -0.26709 0.019 -5.204 2.044
C 0.78838 0.98477 -1.59173 2.047 0.527 -2.672
O 1.32622 1.48474 -2.70714 -4.220 -3.937 7.596
O -0.13449 -0.13668 -1.37669 3.350 2.864 -0.869
C -0.08362 -0.74505 -0.00044 -1.883 -1.389 -1.325
C -0.03367 -2.31372 -0.41332 -0.103 -1.215 -0.955
C -0.74622 -3.38922 0.57900 0.924 -1.817 0.234
O -1.83545 -4.15752 -0.10385 2.012 -0.294 0.227
C -1.66097 -0.50568 0.44699 -1.010 1.766 2.198
O -2.64701 -1.05580 -0.50437 0.642 2.616 3.377
C -3.38769 -0.00230 -1.21221 -2.008 3.104 0.374
C 1.11919 -0.00126 0.85030 -0.774 1.081 -0.162
C 2.67052 -0.41607 0.68348 1.677 0.063 -1.307
C 3.20249 -1.92076 0.80645 1.206 -1.158 0.101
C 2.72964 -2.90734 1.99165 0.158 -2.554 -0.408
S 3.46688 -2.49121 3.70894 -0.781 -0.079 -0.415
C 0.72321 0.01291 2.44110 -0.946 0.336 3.771
F -0.31282 0.98543 2.86223 3.267 -2.980 -1.646
F 0.18203 -1.30220 2.95198 1.832 4.040 -1.956
F 1.88163 0.31080 3.36447 -3.665 -0.869 -3.238
H -4.47985 4.50865 1.38285 0.308 -1.541 -1.685
H -4.11797 2.66385 0.96772 -0.658 2.059 -0.798
H -5.45976 3.65641 -0.02545 2.088 -0.044 1.481
H -3.39346 3.45554 -1.58762 -0.030 1.495 1.701
H -3.56343 5.28871 -0.89021 0.447 -2.487 0.029
H -1.78146 3.92042 1.15006 -0.299 0.330 -2.376
H -1.28733 5.14493 -0.21507 -0.891 -2.137 0.505
H -1.66150 2.18507 -1.19233 2.205 0.957 1.004
H -0.26441 3.53386 -1.56431 -0.813 -2.007 1.892
H 2.07705 2.92440 2.67836 1.746 -0.333 -1.462
H 3.49520 3.99869 2.03394 -1.234 -2.351 -0.699
H 3.86053 2.16803 2.29544 -1.983 1.164 -0.711
H 1.02462 -2.74778 -0.68910 -1.837 1.333 0.784
H -0.63630 -2.39932 -1.44508 1.244 0.354 2.516
H -1.15532 -2.99049 1.59126 0.631 -0.492 -2.059
H 0.07077 -4.21523 0.85438 -1.609 1.951 -0.378
H -1.43655 -5.01660 -0.46078 -0.804 1.969 0.792
H -1.91027 -0.95526 1.52413 0.787 0.752 -2.490
H -1.94650 0.64828 0.54846 1.242 -2.379 -0.161
H -2.64482 0.41652 -2.04784 -2.129 0.441 2.496
H -4.27224 -0.52718 -1.80999 1.544 1.816 2.086
H -3.83089 0.84084 -0.53019 1.019 -1.631 -0.598
H 2.99681 -0.11238 -0.42839 -0.847 -0.506 2.349
H 3.41271 0.24100 1.35371 -2.289 -1.264 -1.281
H 4.39145 -1.83293 0.94110 -2.599 -0.031 -0.324
H 3.11783 -2.52568 -0.22117 -0.200 1.489 2.561
H 1.59455 -3.18454 2.04196 2.111 1.052 -0.062
H 3.26066 -3.95562 1.75361 -1.243 2.350 0.255
H 2.68865 -3.14062 4.68081 0.381 0.491 -1.507
C -5.45882 -5.14529 0.36597 0.059 0.315 0.287
Cl -6.44805 -4.94695 -1.08565 -0.034 0.099 0.041
Cl -4.55770 -6.66547 0.31879 0.037 0.025 0.098
H -4.75187 -4.31461 0.43100 -0.064 -0.283 -0.171
H -6.11022 -5.14496 1.24328 0.112 -0.132 -0.300
C 3.22057 -1.86229 -3.40554 -0.325 0.259 -0.126
Cl 3.56785 -2.60369 -4.97233 -0.112 0.064 0.044
Cl 4.44674 -2.29916 -2.20936 0.169 0.061 -0.209
H 3.20758 -0.77578 -3.52110 0.109 -0.271 0.026
H 2.24438 -2.20795 -3.05685 0.262 -0.017 -0.091
C -2.95613 -2.09568 -4.12767 0.392 0.462 -0.433
Cl -2.55399 -1.49392 -2.51482 2.157 -6.171 -6.626
Cl -2.84705 -3.85889 -4.19419 -0.047 -0.178 -0.141
H -3.97616 -1.79278 -4.37634 0.163 -0.169 0.079
H -2.25761 -1.66850 -4.85126 -0.178 -0.230 0.055
C 2.39425 3.82441 -4.54215 0.262 -0.347 0.229
Cl 2.72390 4.70940 -6.03655 0.076 -0.030 -0.049
Cl 0.89042 4.37646 -3.79452 -0.006 0.092 -0.074
H 2.30765 2.75944 -4.77103 -0.100 0.343 0.033
H 3.21893 3.98583 -3.84369 -0.296 0.060 -0.138
C 3.31083 0.46246 6.45001 -0.046 0.151 -0.379
Cl 2.85699 1.30197 7.93809 -0.003 0.088 -0.067
Cl 3.68243 -1.23668 6.76630 0.073 0.045 0.117
H 2.48037 0.51914 5.74208 0.176 -0.117 0.272
H 4.19296 0.94609 6.02346 -0.165 -0.182 0.228


Entry 2:
11
Properties=species:S:1:pos:R:3:forces:R:3 method="wB97M-V/def2-TZVPD" multiplicity=1 homo_ev="-10.06 / -10.00" de_lowest_kcal_mol=174.3 e_tot_ha=-430.6432
C -0.16596 -0.02651 0.14600 0.918 -0.532 -0.307
C 2.22860 0.16360 0.42156 -1.732 0.612 -0.842
C -1.27868 -0.83060 -0.42183 -1.323 6.236 1.011
N -0.55058 1.27296 0.33528 2.303 0.899 1.018
N -2.46844 0.35264 -0.30352 1.207 -3.294 -0.333
N 1.01194 -0.47068 0.30829 -0.409 -0.858 0.441
O 2.73000 0.67152 -0.52312 1.067 0.797 -2.002
O -1.80860 1.37153 0.14633 -1.438 -0.111 -0.664
H 2.74134 0.22783 1.32140 0.583 -0.597 2.438
H -1.04043 -0.99188 -1.40428 0.167 -0.015 -2.884
H -1.39920 -1.74042 -0.02610 -1.344 -3.137 2.123


Entry 3:
15
Properties=species:S:1:pos:R:3:forces:R:3 method="wB97M-V/def2-TZVPD" multiplicity=1 total_charge=+1 homo_ev=-13.63 de_lowest_kcal_mol=118.0 e_tot_ha=-681.1262
C 0.15946 1.41695 0.77872 -2.005 -1.829 -2.279
C 0.05916 -0.01397 -1.46122 -1.603 0.113 2.115
C -2.67472 -0.31981 -0.37346 -4.267 1.241 0.127
N -1.01928 0.88096 0.78640 1.833 1.121 0.759
N -1.42193 0.02171 0.01872 5.363 -0.400 -2.393
N 2.83915 -0.68076 0.56600 1.187 -3.301 0.061
S 1.18694 0.84110 -0.72051 -2.200 -0.571 -0.277
H 0.56260 1.87087 1.61551 1.054 0.990 1.208
H -0.14597 -0.71383 -2.33048 0.642 1.159 1.288
H -2.67007 -1.29022 -0.81723 -0.034 -0.396 -0.647
H -3.29619 -0.41903 0.56022 0.393 0.162 -0.815
H -3.13180 0.51841 -1.00213 0.328 -1.414 0.553
H 3.12593 -1.63957 1.01062 -0.732 2.138 -1.356
H 2.78446 -0.10025 1.35469 0.092 1.162 1.366
H 3.64228 -0.37256 0.01414 -0.052 -0.175 0.289


Entry 4:
105
Properties=species:S:1:pos:R:3:forces:R:3 method="wB97M-V/def2-TZVPD" multiplicity=1 homo_ev=-10.25 de_lowest_kcal_mol=132.3 e_tot_ha=-6041.1592
F -14.27981 -2.12016 4.40876 0.428 -0.380 0.044
C -14.79922 -0.91348 4.72585 0.650 -0.505 -2.621
F -15.67413 -1.09060 5.68070 -0.846 0.048 1.513
C -13.72808 0.09123 5.01995 -1.674 2.732 2.061
F -13.15732 0.52505 3.89563 0.680 -0.562 -0.487
F -12.80838 -0.32605 5.92414 -0.107 0.037 -0.482
C -14.46267 1.36930 5.64855 -0.347 0.091 0.611
O -15.51022 1.95619 4.81276 0.638 0.148 0.459
C -15.42354 3.32128 4.59266 -0.863 -1.369 -1.476
F -14.29044 3.49789 3.85487 -0.258 0.997 0.661
F -16.47804 3.63290 3.79582 0.588 -0.067 0.589
C -15.44295 4.18715 5.86829 1.821 1.604 2.062
F -15.79943 5.51199 5.75755 -0.134 -1.174 -1.074
F -16.15709 3.69937 6.89989 -1.280 -0.875 -0.477
H -15.27122 -0.52350 3.82405 -0.471 -0.035 -0.049
H -13.70028 2.09148 5.94059 0.214 0.008 -0.502
H -15.00063 1.15542 6.57210 0.327 -0.667 0.009
H -14.45993 4.21832 6.33819 0.637 -0.035 -0.841
F -5.74798 4.56889 -1.29860 2.419 3.765 -0.370
C -6.41737 3.56720 -1.76461 1.344 -3.049 2.865
F -7.68475 3.89578 -1.65669 -1.997 0.067 -1.330
C -5.94186 2.96352 -3.07628 -1.254 -0.670 -1.768
F -4.70141 2.45534 -3.12282 0.752 0.219 1.315
F -5.92074 3.92298 -4.04004 -0.586 0.213 -0.212
C -6.89343 1.81034 -3.50106 -1.216 0.632 -0.088
O -7.40539 1.02683 -2.39973 0.767 -0.997 -0.579
C -6.64155 -0.08023 -2.03698 -1.890 0.398 1.045
F -6.50252 -0.98608 -3.02381 0.063 0.202 -0.152
F -5.46925 0.32570 -1.64137 2.431 0.391 0.101
C -7.30732 -0.75704 -0.79758 -2.516 0.089 -1.858
F -6.53335 -1.61082 -0.16557 1.343 -0.210 0.553
F -7.76135 0.20842 0.01563 0.464 0.439 0.764
H -6.18711 2.88213 -0.94867 -0.518 -1.461 -0.463
H -6.48956 1.22347 -4.32603 0.472 -0.155 0.368
H -7.79280 2.26259 -3.91905 0.012 0.193 0.131
H -8.19079 -1.31184 -1.11344 -0.091 -0.070 -0.321
F -0.92808 -6.93529 11.85848 -0.658 0.446 -0.378
C -0.62671 -7.35958 13.09449 2.375 -0.821 -1.004
F -0.62900 -6.34023 13.93680 -0.683 0.542 0.851
C -1.48059 -8.55004 13.41536 -0.569 -1.691 1.183
F -1.10460 -9.53690 12.57389 0.961 -0.349 -0.413
F -2.72263 -8.30977 13.06428 -2.182 0.761 0.083
C -1.39173 -9.11982 14.84215 1.075 -1.919 2.124
O -1.64867 -10.58430 14.89109 0.044 -0.928 -0.659
C -1.91236 -11.17560 16.14495 -1.097 2.393 -3.009
F -1.06580 -10.67581 17.03401 0.483 -0.421 1.086
F -3.14216 -10.65030 16.42879 -0.156 -1.275 1.179
C -1.77729 -12.74775 16.05052 1.771 -0.302 0.961
F -2.20617 -13.39548 17.19757 -0.857 0.910 -1.068
F -2.26771 -13.26704 14.92454 -1.120 0.220 0.269
H 0.38584 -7.75356 13.00716 0.348 0.067 0.320
H -1.95404 -8.65507 15.65203 -0.550 0.483 -0.716
H -0.38502 -9.16511 15.25758 0.460 1.078 -0.660
H -0.72740 -13.04071 16.05032 0.343 0.802 -0.162
F -6.99729 -2.87449 11.98143 1.065 -0.015 -0.842
C -6.87844 -2.05249 10.90120 -2.226 0.445 -1.827
F -6.63953 -0.81045 11.30654 1.842 0.984 0.786
C -5.93728 -2.51965 9.68844 0.856 -1.206 0.478
F -4.63879 -2.46930 10.06108 0.513 -0.467 1.210
F -5.91149 -1.71908 8.61022 -1.618 0.762 0.006
C -6.19921 -3.96147 9.21651 -1.353 -0.956 0.592
O -7.53161 -4.10103 8.63403 0.206 -1.490 -2.191
C -7.52789 -4.96733 7.45688 0.824 2.044 2.476
F -7.06316 -4.18196 6.42032 -0.955 -1.188 0.558
F -6.65984 -5.97275 7.60322 0.462 -0.160 0.071
C -8.89582 -5.62285 7.16471 -2.297 3.023 0.715
F -8.72864 -6.41736 6.17688 0.950 -2.539 -2.567
F -9.57651 -6.30213 8.13350 1.331 0.257 0.553
H -7.88245 -1.87166 10.51732 -0.296 -1.223 -0.582
H -6.26579 -4.66391 10.04732 0.524 0.389 0.470
H -5.41771 -4.36199 8.57081 0.050 0.730 -0.165
H -9.60654 -4.87038 6.82299 0.123 0.606 0.259
F -10.73534 -7.11107 -2.20771 -0.792 0.480 0.231
C -10.63295 -8.23508 -1.47092 -1.274 -1.920 -2.431
F -9.74173 -8.04514 -0.55005 1.052 0.644 2.667
C -12.03287 -8.82637 -0.94284 1.655 0.563 -0.590
F -12.92040 -8.85523 -1.91250 -0.864 0.291 -1.991
F -12.57644 -8.02008 -0.02237 0.190 0.301 1.174
C -11.89198 -10.22668 -0.40081 0.103 -0.680 1.135
O -11.13404 -11.18583 -1.10225 -0.134 -1.024 -2.489
C -11.66691 -11.78184 -2.31418 1.635 3.440 1.576
F -12.89610 -12.29271 -2.13049 0.959 -0.145 -0.186
F -11.78158 -10.77868 -3.26825 -0.026 -1.227 0.712
C -10.56243 -12.77197 -2.76433 -1.706 -1.828 1.544
F -10.84657 -13.10561 -3.98232 -1.179 -0.744 -3.263
F -9.31838 -12.38348 -2.78959 1.507 1.706 0.805
H -10.18421 -8.97925 -2.12893 -0.440 -0.314 -0.317
H -12.86056 -10.70414 -0.25254 -0.318 0.722 0.456
H -11.33344 -10.08708 0.52474 -0.283 -0.356 0.281
H -10.62604 -13.69377 -2.18613 -0.086 0.092 0.686
O -2.45165 -14.65024 7.43318 -3.335 -0.416 1.033
S -3.95772 -14.51960 7.54594 2.724 0.207 -2.019
O -4.80810 -15.51449 6.83881 1.281 1.999 1.843
C -4.49250 -14.06734 9.28425 -1.479 -0.408 -0.652
C -4.84436 -12.55222 9.27318 1.400 -1.005 -0.412
C -3.92216 -11.93391 8.16343 0.428 -0.234 1.438
C -4.13080 -12.79124 6.92655 -2.219 0.244 0.376
H -3.77672 -14.44569 10.01406 0.221 0.373 -0.276
H -5.45615 -14.54525 9.46055 0.272 -0.703 -0.122
H -5.89993 -12.40868 9.04237 0.033 -0.144 -0.494
H -4.78817 -12.21976 10.30972 0.685 0.518 -0.181
H -2.86132 -12.08430 8.36371 0.076 0.241 0.790
H -4.10522 -10.85945 8.17396 -0.057 -0.057 -0.952
H -3.52033 -12.57996 6.04860 0.119 -0.376 0.317
H -5.19029 -12.66119 6.70596 -0.144 -0.230 -0.677


Entry 5:
75
Properties=species:S:1:pos:R:3:forces:R:3 method="wB97M-V/def2-TZVPD" multiplicity=3 total_charge=-2 s_squared=2.05 homo_ev="-0.03 / -2.02" de_lowest_kcal_mol=4.8 e_tot_ha=-3207.7598
Ti 0.15812 -0.33322 0.66059 0.129 -0.229 0.356
O -2.45137 2.62231 -0.94588 -0.046 -0.020 0.019
C -1.80468 1.60266 -0.69562 0.004 0.091 0.018
N -1.29493 1.20291 0.48109 -0.013 0.065 -0.076
C -1.58903 1.92941 1.64617 0.033 -0.003 -0.020
C -2.74833 2.66922 1.87465 -0.045 0.004 0.016
C -2.96267 3.26125 3.11193 0.004 -0.005 -0.010
C -2.01686 3.12442 4.11851 0.020 -0.013 -0.007
C -0.85278 2.40461 3.89316 0.029 0.020 0.030
C -0.62217 1.80471 2.65486 -0.081 -0.052 0.010
N 0.47560 0.99332 2.33493 0.018 -0.112 -0.123
C 1.67221 1.28468 2.92214 -0.003 0.101 0.038
O 1.93041 2.34035 3.52146 -0.007 -0.010 -0.004
C 2.73869 0.28844 2.77531 0.012 -0.047 -0.015
C 4.06286 0.62962 2.99856 -0.016 -0.006 -0.007
C 5.08106 -0.29812 2.92147 0.020 -0.010 0.002
C 4.72732 -1.64938 2.61355 0.024 0.030 0.007
C 3.42864 -1.97687 2.42403 -0.032 -0.023 -0.007
N 2.42123 -1.04459 2.50256 0.041 0.029 0.041
C -1.51628 0.63835 -1.80509 0.092 -0.015 -0.068
C -1.95654 0.91717 -3.08880 -0.071 0.044 0.037
C -1.73125 -0.01205 -4.08524 0.038 -0.067 -0.017
C -1.09612 -1.19631 -3.74820 -0.047 0.064 -0.060
C -0.68490 -1.38874 -2.44180 0.027 -0.065 0.042
N -0.86120 -0.47837 -1.48059 -0.042 0.025 -0.030
H -3.46988 2.77837 1.07988 0.010 -0.002 -0.004
H -3.86921 3.83016 3.28503 -0.003 -0.002 -0.007
H -2.18028 3.58445 5.08690 0.005 -0.002 0.002
H -0.10770 2.31433 4.66838 0.004 -0.005 -0.003
H 4.24746 1.66752 3.23979 -0.003 0.003 0.001
H 6.11294 -0.01175 3.07162 -0.003 0.002 -0.001
H 5.48017 -2.41801 2.50066 -0.007 -0.007 -0.002
H 3.10136 -2.96981 2.15349 -0.011 0.003 -0.001
H -2.46983 1.85325 -3.25459 0.002 0.001 0.010
H -2.05329 0.17321 -5.10293 -0.007 0.011 0.005
H -0.90828 -1.96590 -4.48474 0.011 -0.019 0.020
H -0.20138 -2.30629 -2.14095 -0.014 0.012 0.012
C 1.48906 2.82690 0.12142 -0.016 -0.042 -0.030
C 1.80323 1.83366 -0.96041 0.024 0.086 -0.050
C 2.30912 2.33180 -2.14412 0.026 -0.051 0.024
C 2.76556 1.50219 -3.16123 0.009 -0.019 -0.008
C 2.74728 0.10488 -2.93402 -0.008 0.075 0.009
C 3.26528 -0.80536 -3.87428 -0.003 -0.002 0.007
C 3.22861 -2.16610 -3.64055 -0.011 -0.006 0.014
C 2.64631 -2.64487 -2.47556 -0.006 0.018 0.005
C 2.09998 -1.76751 -1.53323 0.057 0.048 -0.028
S 1.26142 -2.40012 -0.14395 0.040 -0.035 0.022
C 2.17101 -0.37350 -1.72121 0.016 -0.066 -0.046
N 1.64672 0.47518 -0.73856 -0.105 0.032 0.030
H 1.69249 3.83045 -0.25269 -0.013 0.004 -0.019
H 2.11428 2.67047 1.00024 0.004 -0.003 0.006
H 0.45176 2.79523 0.44654 0.025 0.013 0.018
H 2.37214 3.40797 -2.25079 -0.002 0.005 0.005
H 3.16675 1.89847 -4.08633 -0.003 -0.008 0.000
H 3.69444 -0.40901 -4.78872 0.002 -0.001 0.001
H 3.63774 -2.85875 -4.36860 0.000 -0.003 0.002
H 2.57893 -3.70943 -2.28376 0.003 -0.001 -0.007
N 0.61190 -2.41067 3.05820 -0.049 -0.064 0.005
C 1.04057 -1.46740 2.32146 -0.031 0.095 -0.129
H 1.32348 -2.69623 3.73791 0.028 0.025 0.002
C -1.56608 -1.61644 1.27472 -0.123 0.111 -0.063
C -2.74464 -1.65678 0.43089 -0.041 -0.024 -0.047
C -2.91474 -2.68595 -0.51950 0.022 0.007 0.018
C -3.99306 -2.72120 -1.37321 -0.043 -0.015 -0.056
C -4.97610 -1.72505 -1.31784 0.128 -0.005 0.106
C -4.83729 -0.70261 -0.37167 -0.072 0.028 -0.047
C -3.75594 -0.67516 0.48111 0.032 -0.012 0.024
C -6.10297 -1.76827 -2.19334 -0.048 0.012 -0.029
N -7.01794 -1.81208 -2.89502 0.005 -0.006 -0.003
H -1.15737 -2.60337 1.46528 0.042 0.015 0.039
H -1.74610 -1.09978 2.22403 0.033 0.011 0.003
H -2.14849 -3.45071 -0.58275 -0.011 -0.009 -0.005
H -4.08948 -3.51754 -2.10218 0.014 -0.004 0.008
H -5.58985 0.07527 -0.31908 0.010 0.001 0.010
H -3.66716 0.12614 1.20454 -0.010 -0.001 0.003